(1)
An isolated ion of composition C4H7NO3 and charge -2 in a non-equilibrium geometry, computed with the ωB97M-V functional and the def2-TZVPD basis.

Each line ends with the Mulliken charge.
Geometry (Å):
C (1.73700, 1.22687, 0.73951)  -0.7702
O (2.29177, 1.45113, -0.46335)  -0.8995
C (0.68063, 0.04788, 0.83065)  0.4747
C (-0.44054, 0.37684, -0.17813)  -0.7319
C (-1.70320, -0.51893, -0.37574)  0.4610
O (-1.57704, -1.74946, -0.13254)  -0.7376
O (-2.73198, 0.06529, -0.80359)  -0.7605
N (1.40654, -1.16068, 0.37882)  -0.8850
H (1.18192, 2.10346, 1.16603)  0.2721
H (2.50663, 0.95111, 1.51164)  0.2787
H (0.23312, -0.12197, 1.81174)  0.2867
H (-0.81329, 1.37353, 0.10734)  0.2120
H (-0.03141, 0.57610, -1.17123)  0.1679
H (0.75611, -1.74609, -0.13084)  0.3010
H (2.11524, -0.86236, -0.28492)  0.3306

For the HOMO-LUMO gap, the calculation gives 0.243 hartree. The calculation puts the energy above the lowest of the compared OMol25 structures with the same formula, charge and spin at 0.442 eV. The net charge is -2.

(2)
C4H11NO2 as an isolated structure in a non-equilibrium geometry, computed with the ωB97M-V functional and the def2-TZVPD basis.

Each line ends with the Mulliken charge.
Geometry (Å):
C (-1.64119, 0.69422, -1.36702)  -0.4645
C (-0.77235, -1.26733, -0.25642)  -0.3030
C (0.65813, -1.32792, -0.16642)  -0.3498
C (1.56065, 0.39558, 2.04023)  -0.7693
N (-0.53004, 1.58546, -1.45409)  -0.5820
O (-1.33581, -0.72160, -1.41669)  -0.4501
O (0.69759, 0.16588, 0.95131)  -0.4496
H (-0.00930, 1.44750, -2.31155)  0.2424
H (0.08915, 1.49267, -0.65415)  0.3500
H (-2.30533, 0.84898, -2.21795)  0.2961
H (-2.18200, 0.89908, -0.43707)  0.4041
H (-1.31385, -2.15123, 0.08339)  0.4112
H (-0.65041, -0.42602, 0.69587)  0.3479
H (1.25753, -0.97888, -1.00002)  0.2450
H (1.08998, -2.07050, 0.49718)  0.2918
H (1.22368, 1.28528, 2.58216)  0.2407
H (2.58424, 0.58545, 1.69565)  0.2639
H (1.57933, -0.45661, 2.73558)  0.2751

For the HOMO-LUMO gap, the calculation gives 0.370 hartree. The calculation puts the energy above the lowest of the compared OMol25 structures with the same formula, charge and spin at 4.439 eV.

(3)
An isolated ion of composition C9H15ClNO and charge +1 in a non-equilibrium geometry, computed with the ωB97M-V functional and the def2-TZVPD basis.

Each line ends with the Mulliken charge.
Geometry (Å):
C (1.52724, 0.02687, -1.58923)  -1.0255
C (-2.74323, -0.17268, -0.16425)  -0.6958
C (-2.05749, -1.59160, -0.12463)  -0.3415
C (0.44316, -1.68151, 0.21582)  -0.7537
C (0.85301, -0.26564, -0.29164)  0.3400
C (-0.52137, 0.29603, 0.31518)  0.8356
C (2.20571, 0.36070, -0.31702)  1.1361
C (-0.51069, 1.02520, 1.63325)  -1.3461
C (2.36814, 1.82465, 0.02055)  -1.4353
N (-1.64096, 0.64503, -0.55685)  -0.2656
O (-0.88720, -1.25562, 0.71477)  -0.1996
Cl (3.50024, -0.73794, 0.29270)  -0.1924
H (1.94204, -0.91603, -2.15210)  0.2620
H (1.27652, 0.74369, -2.39693)  0.2973
H (-3.64500, -0.17677, -0.82564)  0.4594
H (-3.02749, -0.04911, 0.92029)  0.2351
H (-2.75295, -2.43645, 0.14831)  0.3615
H (-1.76437, -2.06918, -1.11579)  0.3065
H (0.29610, -2.65391, -0.43450)  0.2653
H (0.93737, -2.14201, 1.10088)  0.3041
H (0.15682, 1.96999, 1.68805)  0.3049
H (-0.43113, 0.34835, 2.48054)  0.3239
H (-1.47901, 1.64475, 1.78073)  0.3853
H (2.49825, 1.93108, 1.12687)  0.3268
H (1.59149, 2.44338, -0.41716)  0.4232
H (3.35752, 2.13323, -0.49315)  0.3649
H (-1.49273, 0.75551, -1.55906)  0.3237

For the HOMO-LUMO gap, the calculation gives 0.410 hartree. The calculation puts the energy above the lowest of the compared OMol25 structures with the same formula, charge and spin at 2.504 eV. The net charge is +1.

(4)
C5H13P as an isolated structure in a non-equilibrium geometry, computed with the ωB97M-V functional and the def2-TZVPD basis.

Each line ends with the Mulliken charge.
Geometry (Å):
C (-0.97578, 1.49535, 0.92298)  -0.9766
C (-0.95183, -0.63838, -2.06628)  -1.3584
C (2.04909, 0.27529, 1.41097)  -1.0278
C (-1.62820, -0.82510, -0.70538)  -0.4681
C (1.43249, 0.03445, 0.13873)  -0.5509
P (-0.44658, -0.04892, 0.49801)  0.3317
H (-0.07529, 2.05436, 1.21880)  0.2364
H (-1.86812, 1.74123, 1.48307)  0.2815
H (-0.69498, 0.40580, -2.13263)  0.3744
H (-0.20274, -1.33499, -2.33683)  0.3527
H (-1.72231, -0.81116, -2.79459)  0.3766
H (1.64556, 1.13913, 1.84376)  0.3516
H (1.93553, -0.55970, 2.24268)  0.2808
H (3.09928, 0.59502, 1.08592)  0.3039
H (-1.89822, -1.82188, -0.29139)  0.4951
H (-2.45558, -0.00106, -0.78282)  0.2711
H (1.58949, -0.91895, -0.41252)  0.3407
H (1.52755, 0.94642, -0.47780)  0.3623
H (-0.35936, -1.72691, 1.15533)  0.0230

For the HOMO-LUMO gap, the calculation gives 0.323 hartree. The calculation puts the energy above the lowest of the compared OMol25 structures with the same formula, charge and spin at 3.430 eV.

(5)
A 16-piece molecular cluster, C32H48N16 overall in a non-equilibrium geometry, computed with the ωB97M-V functional and the def2-TZVPD basis.

Each line ends with the Mulliken charge.
Geometry (Å):
C (-4.14760, -1.42080, -0.42697)  -0.1541
C (-3.35669, -1.58067, -1.62510)  0.4730
N (-2.79623, -1.77703, -2.67416)  -0.5591
H (-5.00437, -2.09072, -0.35450)  0.4087
H (-4.63190, -0.44571, -0.47938)  -0.1137
H (-3.57626, -1.27028, 0.48901)  -0.0226
C (-2.22909, 1.92967, -3.76513)  -0.4088
C (-1.32276, 3.07845, -3.93062)  0.3095
N (-0.56602, 3.98260, -4.04239)  -0.4662
H (-1.87144, 1.12810, -4.41141)  0.3340
H (-3.21437, 2.27694, -4.07612)  0.2713
H (-2.08895, 1.44862, -2.79712)  -0.0472
C (3.21029, 2.08771, -3.76385)  -0.4808
C (3.97244, 3.01018, -4.51008)  0.2955
N (4.60243, 3.77111, -5.10121)  -0.4536
H (2.97805, 1.20607, -4.36123)  0.3441
H (2.27820, 2.58842, -3.50194)  0.0813
H (3.71548, 1.82943, -2.83316)  0.1988
C (0.90256, -0.65041, -0.21981)  -0.1876
C (-0.40563, 0.04361, -0.09744)  0.0148
N (-1.44301, 0.52879, -0.05927)  -0.1832
H (0.92858, -1.63280, 0.25171)  0.1908
H (1.58487, 0.10684, 0.16637)  -0.1343
H (1.11292, -0.79597, -1.27936)  0.3050
C (-1.62069, -5.64871, -1.98192)  -0.3346
C (-2.58811, -6.08159, -2.97382)  0.2135
N (-3.39732, -6.48441, -3.76615)  -0.4319
H (-0.94259, -6.47119, -1.75431)  0.2411
H (-2.14702, -5.40146, -1.05999)  0.0261
H (-1.10370, -4.74066, -2.29218)  0.2533
C (-2.60508, 5.42492, -0.52512)  -0.4264
C (-3.35491, 6.43596, 0.13613)  0.3982
N (-4.00920, 7.26679, 0.61743)  -0.4462
H (-3.24846, 4.54892, -0.44275)  -0.0717
H (-1.65245, 5.06949, -0.13235)  0.2029
H (-2.36452, 5.64767, -1.56465)  0.3043
C (1.57804, -4.62292, 3.38675)  -0.0375
C (2.16368, -5.93297, 3.43970)  0.1541
N (2.68407, -6.97620, 3.51274)  -0.4523
H (1.21844, -4.27038, 4.35345)  0.3616
H (0.79290, -4.58334, 2.63170)  -0.1285
H (2.40256, -3.99696, 3.04552)  0.0653
C (2.89942, -5.33267, -2.35665)  -0.5445
C (3.04430, -3.97780, -1.62270)  0.3480
N (3.15678, -2.94624, -1.10723)  -0.4356
H (3.77150, -5.97937, -2.25992)  0.2992
H (2.61760, -5.24829, -3.40620)  0.2773
H (2.03825, -5.76320, -1.84565)  0.0618
C (3.68774, -0.78294, 3.20503)  -0.3771
C (4.17963, -0.02798, 2.08331)  0.3491
N (4.45885, 0.60646, 1.08809)  -0.5397
H (2.72890, -1.22758, 2.93852)  -0.0756
H (3.57808, -0.12347, 4.06595)  0.3336
H (4.48606, -1.50582, 3.37307)  0.3134
C (5.67491, 4.03464, 1.30537)  -0.5096
C (4.88486, 5.24447, 1.49822)  0.3147
N (4.26849, 6.16917, 1.65648)  -0.4532
H (5.07911, 3.22697, 0.88017)  0.0156
H (5.95041, 3.66763, 2.29405)  0.3136
H (6.42519, 4.22510, 0.53796)  0.3273
C (-0.25546, -8.42789, 2.01303)  -0.8803
C (-0.17881, -7.14081, 1.34071)  0.3140
N (-0.18106, -6.15097, 0.79888)  -0.3026
H (-0.62841, -8.18952, 3.00912)  0.2577
H (0.77821, -8.76256, 2.10036)  0.3028
H (-0.89497, -9.21911, 1.62176)  0.3490
C (2.92444, 6.37762, -1.79274)  -0.9967
C (3.05741, 4.99673, -1.43071)  0.2320
N (3.14297, 3.86211, -1.17954)  -0.1926
H (2.48997, 6.52154, -2.78200)  0.3529
H (3.93636, 6.77141, -1.88785)  0.2935
H (2.50729, 6.98921, -0.99272)  0.3371
C (-6.55570, 3.89461, -2.00732)  -0.7807
C (-5.83203, 2.82434, -1.32212)  0.3405
N (-5.21719, 2.00600, -0.73002)  -0.4467
H (-6.98850, 3.34286, -2.84180)  0.2923
H (-5.82413, 4.66664, -2.24576)  0.2668
H (-7.31295, 4.32004, -1.34876)  0.3161
C (-3.66333, 1.55987, 2.44496)  -0.3047
C (-2.79363, 2.76083, 2.28889)  0.3966
N (-2.09029, 3.68963, 2.25861)  -0.5244
H (-4.63607, 1.85421, 2.83896)  0.3831
H (-3.14657, 0.88123, 3.12357)  0.2689
H (-3.81659, 1.03768, 1.50054)  -0.2176
C (-2.59746, -3.55006, 2.98073)  -0.9001
C (-1.37523, -2.72929, 2.77739)  0.3996
N (-0.43465, -2.10819, 2.60866)  -0.3787
H (-3.46003, -2.93424, 3.23536)  0.3363
H (-2.40016, -4.15097, 3.86847)  0.3857
H (-2.67834, -4.28809, 2.18269)  0.1898
C (1.45200, 3.20446, 1.99931)  -0.0132
C (2.40710, 2.83153, 3.07666)  0.2802
N (3.19526, 2.57631, 3.90111)  -0.5329
H (1.62774, 2.58477, 1.11999)  -0.0768
H (1.68302, 4.22455, 1.69244)  0.2283
H (0.39284, 3.07976, 2.22450)  0.0997

For the HOMO-LUMO gap, the calculation gives 0.396 hartree. The calculation puts the energy above the lowest of the compared OMol25 structures with the same formula, charge and spin at 1.891 eV.